Entry 1:
C22H36F6O20PS3 | ωB97M-V/def2-TZVPD

Positions of all 88 atoms, in Å:
H: -16.7064 -4.3451 -10.6099
O: -11.5435 -0.9114 -19.8610
H: -22.8941 -9.8210 -16.0477
H: -22.3509 -5.8861 -15.0379
O: -15.1234 6.2244 -16.1466
O: -28.7850 2.2537 -17.3275
C: -16.1296 -3.5936 -10.0707
O: -24.1738 5.1095 -22.7928
F: -19.8523 -1.7390 -17.7749
C: -11.7048 -2.2554 -19.5755
S: -24.2495 5.8767 -21.2973
F: -17.8561 -2.0695 -16.5828
H: -16.2223 7.1380 -14.6509
H: -17.3852 4.5859 -17.3334
F: -17.8546 -0.4291 -18.1778
H: -25.2722 5.2905 -24.4298
C: -16.1268 6.1788 -15.1597
O: -24.9777 -1.6402 -24.4138
C: -25.4561 5.0715 -23.3780
H: -18.1337 5.4452 -15.6405
O: -17.0892 -1.7958 -8.8222
H: -14.0895 -1.5996 -21.5664
O: -11.0637 -2.7638 -18.6502
C: -25.7637 0.1291 -17.1960
C: -22.5088 -8.7052 -14.0589
C: -26.0559 0.3036 -18.7215
H: -13.2593 0.0802 -20.4966
H: -26.2500 -0.6186 -19.2692
O: -23.8544 4.9013 -20.2682
H: -26.2003 7.1419 -23.0407
H: -25.9896 4.1213 -23.3994
C: -21.8446 -6.8264 -15.2560
H: -25.3239 -0.8423 -16.9702
C: -12.7863 -2.8877 -20.4520
C: -22.0712 -3.2337 -23.4739
O: -16.2285 -4.0217 -8.6632
O: -14.7569 5.7506 -18.2455
H: -24.2372 -9.1096 -15.2692
H: -20.9346 -6.5758 -15.8012
H: -16.3713 -1.5746 -10.7539
C: -22.7350 -7.6065 -16.1831
C: -16.9329 -2.2996 -10.1648
H: -27.4058 5.9710 -22.7649
H: -20.4983 -1.9260 -24.4339
H: -17.6825 7.2204 -16.1276
H: -15.1296 -3.7081 -10.4891
O: -29.1988 -0.1841 -18.0631
S: -28.2239 0.9131 -17.7204
H: -12.7116 -1.9339 -22.5280
H: -21.7480 -3.3343 -22.4378
H: -22.6739 -0.2607 -24.8839
H: -16.0566 5.3630 -14.4403
S: -16.2170 -2.6296 -7.7082
O: -16.9470 -2.8742 -6.4445
P: -18.8374 -0.7566 -16.8723
F: -19.7400 -1.0817 -15.5271
C: -15.5346 5.8264 -17.3548
O: -27.1269 1.2168 -18.8963
O: -21.6701 -7.5975 -14.0180
C: -17.4110 6.1710 -16.0134
O: -25.9001 6.0358 -21.3591
C: -21.4781 -1.8755 -23.9589
O: -23.5157 -3.0467 -23.5918
F: -17.8476 0.2809 -16.0689
H: -17.9283 -2.5012 -10.5606
C: -17.0169 5.6107 -17.3812
F: -19.9233 0.3909 -17.2752
H: -25.1275 0.7099 -19.1229
C: -23.1720 -8.9574 -15.4435
O: -23.4697 7.1355 -21.3746
O: -14.8626 -2.0719 -7.6185
H: -21.6664 -4.0734 -24.0387
H: -17.4848 6.1775 -18.1861
H: -12.4367 -3.8367 -20.8586
H: -11.9595 0.0481 -21.6822
H: -25.2154 0.9373 -16.7120
H: -13.6113 -3.1802 -19.8024
C: -26.3329 6.1303 -22.6570
H: -23.5741 -6.9405 -16.3845
H: -22.4858 -1.9280 -25.8302
O: -22.6123 -9.4553 -13.0375
H: -22.2449 -7.7231 -17.1497
C: -12.4264 -0.5136 -20.8732
C: -13.0158 -1.7728 -21.4937
H: -21.3953 -1.1334 -23.1648
C: -22.5487 -1.3431 -24.9126
O: -27.0759 0.2389 -16.6133
C: -23.7923 -2.0103 -24.3263

Total charge: -1
DFT total energy, eV: -122449.397
HOMO level, eV: -8.52

=====

Entry 2:
C31H47BrCaN2P2 | ωB97M-V/def2-TZVPD

Positions of all 84 atoms, in Å:
H: -1.6259 1.3557 -0.2814
H: 4.8284 4.2380 -0.6650
C: 5.0792 -0.5348 2.0278
H: 4.6515 4.1226 1.1153
H: 4.7828 -1.1078 2.9141
H: -0.2428 -0.1495 4.0975
H: 0.9159 -0.1229 -3.4428
C: -4.1432 -2.5789 -1.0019
C: -1.8449 -3.8386 0.9512
Ca: 0.9316 2.8878 -0.2467
H: -0.4729 -5.5887 -0.9244
P: 4.2856 1.2333 -0.0158
H: -4.5849 -3.3019 -0.3069
H: 2.6948 -0.3752 -0.9113
H: -1.3614 -3.0613 1.5541
C: 0.2584 1.1436 2.4707
C: -0.7080 3.2821 2.4356
H: -1.8634 0.4207 5.7929
C: 4.1193 4.1013 0.1582
H: -3.8869 -1.6631 -0.4481
C: -2.8586 2.6367 -2.3995
H: -1.8097 5.3424 -0.5597
H: 4.3167 -1.6536 -2.4325
H: -4.9078 -2.3183 -1.7455
N: 0.0878 2.3392 1.8540
C: -1.3825 -5.2104 1.4341
Br: 1.0149 -2.1181 0.4917
H: 3.4516 0.6213 -2.1867
C: 3.6469 0.0492 -1.2680
H: 0.9406 0.4299 1.9900
H: 5.6488 -0.6895 -1.7768
H: -4.9439 2.0933 -2.5618
P: -1.4505 -3.4686 -0.7612
H: -2.0197 3.7957 4.0526
C: -4.2193 2.7827 -2.1074
H: 4.7348 -1.7876 -0.7207
C: -1.3919 3.0207 3.6147
H: 1.0595 2.1915 -2.9004
C: 0.3195 -0.3272 -2.5470
H: 3.0391 -0.3853 1.2864
H: -1.7280 -5.3567 2.4640
H: 3.5672 1.0035 2.2778
H: 5.9116 0.1186 2.3180
H: -1.7868 -6.0294 0.8255
C: -1.9382 3.5188 -1.7841
C: -3.8354 4.6164 -0.7700
C: -0.4028 0.8276 3.6444
C: -1.2677 1.7666 4.2260
H: -0.3742 -4.0076 -3.5904
H: -1.7403 2.1127 6.3047
H: -0.2886 -5.2779 1.4336
C: 3.8876 0.2826 1.5103
N: -4.6722 3.7314 -1.3020
H: -1.5260 -5.2969 -3.1858
H: -2.6568 -2.5792 -2.5987
C: -2.4541 4.5820 -1.0013
H: -0.7687 4.2572 1.9322
C: -0.4950 3.3425 -1.9489
H: 0.7026 -4.3247 -1.2806
H: 2.6907 2.6316 0.8628
H: -2.5238 1.8640 -3.0840
H: 0.2061 -5.6565 -3.3194
C: 3.3734 2.7749 -0.0173
C: -0.2369 0.7930 -1.8657
C: 0.1372 -1.6087 -2.1188
C: 4.6465 -1.0815 -1.5558
H: 5.4599 -1.2475 1.2856
H: 0.1058 4.2810 -2.0157
H: -4.2711 5.3970 -0.1376
H: 3.4177 4.9500 0.1401
C: -1.0983 0.5230 -0.7641
C: 0.1583 2.1364 -2.2628
H: -3.2029 -4.1975 -2.1038
C: -0.3228 -4.6608 -1.4908
H: -1.9235 -0.9253 0.5710
H: -2.9282 -3.7166 1.0755
C: -0.4549 -1.8864 -0.7819
H: 0.5267 -2.4495 -2.6810
H: 2.9029 2.7902 -1.0394
C: -2.0333 1.4542 5.4760
C: -0.5221 -4.9085 -2.9838
H: -3.1137 1.5880 5.3304
C: -2.9401 -3.1938 -1.7306
C: -1.2769 -0.7451 -0.2932

Total charge: +2
DFT total energy, eV: -142933.864
HOMO level, eV: -12.05

=====

Entry 3:
C30H34N5O3PbS2 | ωB97M-V/def2-TZVPD

Positions of all 75 atoms, in Å:
C: -3.0512 -1.5679 2.4966
H: -3.5256 2.3964 1.4927
H: -1.1583 3.6585 2.6477
H: 4.4549 -2.2807 -0.0132
H: 2.3135 -2.8280 -3.5158
N: 0.3004 1.0854 -1.9805
N: 4.6673 -1.6029 -0.7357
H: 1.9904 0.5732 3.0783
C: -0.7596 -0.5872 3.0929
O: 4.6929 6.4298 -5.7452
H: 2.1638 -1.3083 -2.6298
C: -2.8990 -1.7210 -1.2735
C: 0.9648 2.2289 -1.7749
H: 2.2670 -2.8353 -1.7484
H: -3.8433 -1.9355 -1.7698
H: 0.3051 3.2240 1.7799
O: 3.2797 7.1153 -3.9503
C: 0.7092 3.5822 -6.5058
H: -0.3028 1.3768 -5.2483
N: 1.8986 4.8027 -4.8636
H: 0.8284 4.4593 -8.4725
C: -1.7479 -2.1912 -2.1086
C: -0.1914 -1.7130 3.8965
C: -2.1361 0.8256 1.9051
C: -0.9993 1.5577 2.1927
C: 4.2312 0.4829 -1.7044
S: 2.7661 -0.2812 0.5278
H: -0.0192 -3.6817 -4.4764
H: -4.2548 0.7923 1.5767
C: 1.1235 4.5303 -7.4325
H: -0.3554 -1.5566 4.9660
C: -1.7567 -2.9416 -3.2457
C: 2.2339 5.6178 -5.8342
C: -0.1419 0.7110 2.9560
C: -3.3734 1.3440 1.2524
H: -2.8660 -0.6386 -1.0909
C: 1.8575 -2.3584 -2.6451
N: 1.8957 5.5570 -7.1020
H: 1.3421 2.1577 3.5146
Pb: 0.0050 -0.4478 -0.0579
H: 5.4602 0.9934 -3.3629
C: 0.3734 -2.4862 -2.7033
H: 6.7493 -1.1550 -3.2909
O: 3.0236 8.1163 -6.1150
C: 5.2302 0.2457 -2.6153
C: 1.1558 1.0873 3.5689
H: -2.6370 -2.5718 2.3950
H: -0.6554 -2.6632 3.6341
H: -3.7815 -1.4184 1.7029
N: -0.4470 -1.9001 -1.7666
C: 5.6529 -1.8657 -1.6213
H: -3.5953 -1.5434 3.4455
H: 6.1541 -2.8154 -1.5091
H: -2.6397 -3.3184 -3.7381
C: 5.9596 -0.9523 -2.5847
C: -0.3941 -3.1346 -3.6251
C: 0.0763 1.6582 -4.2767
C: -0.1442 0.8073 -3.2056
H: 1.7845 4.0339 -2.6026
C: -1.9845 -0.5262 2.4823
C: 1.1288 3.7626 -5.1944
H: -0.6683 -0.1355 -3.3285
C: -0.7590 3.0011 1.8709
H: 3.6709 1.4058 -1.7122
C: 0.7936 2.8298 -4.0800
H: 1.3019 2.4156 -0.7611
S: 3.3779 6.9229 -5.3826
H: -1.2366 3.2856 0.9320
H: 1.1851 0.7823 4.6177
H: -3.3336 1.2696 0.1604
H: 0.0904 2.7541 -6.8133
H: 0.8852 -1.8126 3.7475
H: -2.9207 -2.2162 -0.2983
C: 3.9275 -0.4699 -0.7185
C: 1.2357 3.1225 -2.7893

Total charge: +1
DFT total energy, eV: -72164.561
HOMO level (spin up / spin down), eV: -9.73 / -9.73